{
  "formula": "C5H13N2O",
  "method": "ωB97M-V/def2-TZVPD",
  "e_tot_ha": -382.67041,
  "total_charge": 1,
  "homo_lumo_gap_ha": 0.266,
  "symbols": ["C", "C", "C", "C", "N", "C", "N", "H", "H", "H", "H", "H", "H", "H", "H", "H", "H", "H", "H", "H", "O"],
  "coordinates": [[-1.5413, -1.0271, 0.1661], [-1.3731, 0.1903, 1.1825], [-0.5140, 1.1760, 0.5358], [0.8969, 1.1595, 0.8835], [1.7933, 0.2627, 0.1621], [1.8549, 1.7614, -0.1228], [-0.4302, -1.9605, 0.0873], [-2.4084, -1.5992, 0.4945], [-1.8259, -0.6152, -0.8027], [-2.3693, 0.5510, 1.4447], [-0.9012, -0.2040, 2.0830], [-0.7760, 2.0277, -0.0872], [1.1277, 1.4267, 1.9138], [1.6357, 1.9403, -1.1670], [2.7371, 2.2384, 0.2802], [-0.6332, -2.7494, 0.6825], [0.4473, -1.5805, 0.3887], [-0.1894, -1.1847, -1.8917], [0.5732, -1.0088, -3.2267], [1.3848, -0.1118, -0.7067], [0.5112, -0.6927, -2.2996]]
}



{
  "formula": "C44H53IrN7O5PS3",
  "method": "ωB97M-V/def2-TZVPD",
  "multiplicity": 6,
  "e_tot_ha": -4107.98890,
  "total_charge": 1,
  "homo_lumo_gap_ha": [0.276, 0.212],
  "symbols": ["Ir", "C", "C", "C", "P", "C", "C", "C", "C", "C", "C", "C", "C", "C", "C", "N", "C", "C", "C", "C", "C", "C", "C", "C", "C", "H", "H", "H", "H", "H", "H", "H", "H", "H", "H", "H", "H", "H", "H", "H", "H", "H", "H", "H", "H", "H", "H", "H", "H", "H", "H", "H", "H", "H", "H", "H", "N", "C", "C", "O", "O", "H", "H", "H", "H", "O", "S", "O", "N", "C", "O", "C", "C", "C", "C", "C", "C", "H", "H", "H", "H", "N", "C", "S", "C", "C", "C", "N", "C", "C", "H", "H", "H", "H", "H", "H", "N", "C", "S", "N", "C", "C", "C", "C", "C", "C", "H", "H", "H", "H", "H", "H", "H", "H"],
  "coordinates": [[0.8650, -0.5654, 0.2743], [2.8130, -1.5280, -3.3533], [3.2610, -0.2738, -2.5936], [4.0769, 0.6333, -3.5107], [1.7899, 0.5484, -1.7794], [2.1454, 2.3697, -1.8027], [3.0421, 2.6613, -0.5965], [0.8406, 3.1655, -1.7550], [0.5076, 0.3343, -3.0451], [0.5168, 1.0397, -4.2318], [-0.4076, 0.7959, -5.2497], [-0.4292, 1.6145, -6.5021], [-1.3055, -0.2683, -5.0776], [-1.3511, -0.9754, -3.9074], [-0.5043, -0.6385, -2.8124], [-0.6320, -1.2439, -1.6264], [-1.8008, -1.9519, -1.3278], [-3.0782, -1.3299, -1.3181], [-3.3541, 0.0670, -1.8143], [-4.1563, -2.0453, -0.8167], [-4.0552, -3.3691, -0.4098], [-5.2455, -4.1045, 0.1380], [-2.8270, -4.0012, -0.5533], [-1.7086, -3.3276, -1.0059], [-0.4471, -4.0815, -1.3060], [3.6793, -2.1561, -3.5589], [2.3481, -1.2533, -4.3016], [2.1086, -2.1225, -2.7738], [3.8986, -0.5817, -1.7603], [3.4756, 1.0090, -4.3403], [4.8870, 0.0400, -3.9368], [4.5289, 1.4728, -2.9830], [2.6861, 2.6223, -2.7158], [2.5219, 2.4530, 0.3389], [3.3496, 3.7073, -0.5832], [3.9483, 2.0496, -0.6243], [0.1636, 2.7256, -1.0285], [0.3330, 3.1692, -2.7177], [1.0398, 4.2003, -1.4723], [1.2682, 1.8050, -4.3875], [0.0230, 2.5938, -6.3548], [-1.4534, 1.7450, -6.8500], [0.1235, 1.1106, -7.2990], [-1.9852, -0.5188, -5.8831], [-2.0421, -1.8006, -3.7911], [-2.4604, 0.6772, -1.8883], [-4.0563, 0.5579, -1.1412], [-3.8186, 0.0204, -2.8029], [-5.1179, -1.5472, -0.7543], [-6.1609, -3.8007, -0.3678], [-5.3718, -3.8865, 1.2027], [-5.1255, -5.1811, 0.0183], [-2.7435, -5.0560, -0.3129], [-0.3928, -5.0001, -0.7236], [0.4388, -3.4802, -1.1260], [-0.4359, -4.3601, -2.3637], [3.1569, -0.5695, 1.3003], [4.0592, -1.6098, 0.8279], [3.3936, -2.4991, -0.2634], [4.0827, -3.3455, -0.7955], [2.1510, -2.2603, -0.4929], [3.5610, 0.3629, 1.2683], [2.8694, -0.7435, 2.2554], [4.3473, -2.2977, 1.6229], [4.9652, -1.1986, 0.3870], [3.1613, 3.7604, 3.7651], [3.2607, 2.3788, 3.4141], [4.4084, 1.9392, 2.6576], [1.9182, 1.8859, 2.5861], [1.4562, 0.7549, 3.0695], [0.6305, -0.0108, 2.4979], [2.0581, 0.3595, 4.3775], [1.7297, -0.7433, 5.1467], [2.4112, -0.9299, 6.3431], [3.4072, -0.0420, 6.7367], [3.7576, 1.0473, 5.9439], [3.0552, 1.2342, 4.7744], [0.9562, -1.4253, 4.8155], [2.1655, -1.7725, 6.9753], [3.9271, -0.2043, 7.6711], [4.5452, 1.7270, 6.2398], [-2.9748, -5.5124, 4.0583], [-1.6592, -5.2907, 4.1777], [-0.7176, -6.1018, 5.2598], [-1.0814, -4.2431, 3.3005], [0.2169, -4.3689, 2.8103], [0.7091, -3.3969, 1.9625], [-0.0094, -2.3377, 1.5885], [-1.2288, -2.1816, 2.0977], [-1.8012, -3.1033, 2.9528], [-3.4007, -6.2115, 4.6435], [-3.5257, -5.0840, 3.3329], [0.8152, -5.2236, 3.0891], [1.7035, -3.4827, 1.5449], [-1.7621, -1.2832, 1.8111], [-2.7921, -2.9174, 3.3450], [-0.6191, 3.5249, 1.2870], [-1.5616, 2.7779, 0.7643], [-1.4832, 1.0701, 0.6192], [-2.6796, 3.3412, 0.2646], [-2.9554, 4.7251, 0.0990], [-2.7926, 5.6356, 1.1370], [-3.0420, 6.9828, 0.9172], [-3.4704, 7.4212, -0.3256], [-3.6806, 6.5034, -1.3457], [-3.4198, 5.1597, -1.1382], [0.2007, 3.0951, 1.7464], [-0.7052, 4.5300, 1.2838], [-3.2741, 2.7021, -0.2380], [-2.5090, 5.2921, 2.1240], [-2.9018, 7.6877, 1.7254], [-3.6454, 8.4736, -0.5029], [-4.0355, 6.8359, -2.3119], [-3.5652, 4.4433, -1.9385]]
}



{
  "formula": "C39H48BIN3OSc",
  "method": "ωB97M-V/def2-TZVPD",
  "e_tot_ha": -2837.81378,
  "total_charge": 0,
  "homo_lumo_gap_ha": 0.292,
  "symbols": ["Sc", "I", "C", "C", "C", "C", "C", "C", "C", "C", "C", "C", "H", "H", "H", "H", "H", "H", "N", "C", "O", "C", "C", "H", "H", "H", "H", "H", "H", "C", "C", "C", "C", "C", "C", "C", "C", "C", "C", "C", "C", "N", "B", "N", "C", "C", "C", "C", "C", "C", "C", "C", "C", "C", "C", "C", "C", "C", "H", "H", "H", "H", "H", "H", "H", "H", "H", "H", "H", "H", "H", "H", "H", "H", "H", "H", "H", "H", "H", "H", "H", "H", "H", "H", "H", "H", "H", "H", "H", "H", "H", "H", "H", "H"],
  "coordinates": [[-0.0228, -0.0755, -0.0537], [-2.5287, 0.7680, 1.6415], [-3.2152, -1.2056, 1.4128], [-4.1547, -1.6639, 2.2873], [-4.7157, -2.9454, 2.0889], [-4.3376, -3.6938, 1.0124], [-3.3539, -3.2231, 0.1081], [-2.9624, -4.0086, -1.0084], [-2.0009, -3.5617, -1.8637], [-1.3567, -2.3227, -1.6092], [-1.6835, -1.5125, -0.5451], [-2.7336, -1.9658, 0.3091], [-4.4774, -1.0543, 3.1202], [-5.4574, -3.3147, 2.7835], [-4.7799, -4.6666, 0.8360], [-3.4437, -4.9666, -1.1619], [-1.7111, -4.1573, -2.7205], [-0.5607, -2.0260, -2.2925], [2.9890, 1.1871, -2.5823], [1.8134, 1.1392, -1.9665], [1.2196, 0.0466, -1.8400], [1.2284, 2.4119, -1.3963], [-0.0164, 2.1239, -0.5616], [3.4483, 0.3244, -2.8433], [3.5101, 2.0460, -2.6121], [1.0765, 3.0988, -2.2425], [2.0152, 2.8715, -0.7885], [-0.9181, 2.1857, -1.1950], [-0.1422, 2.8856, 0.2151], [2.6083, 1.4443, 4.2516], [1.2184, 1.5184, 3.6150], [0.6433, 2.9189, 3.8036], [0.3199, 0.4036, 4.1227], [-0.7226, 0.6588, 5.0043], [-1.5371, -0.3649, 5.4683], [-1.3121, -1.6649, 5.0601], [-0.2715, -1.9690, 4.1845], [-0.0341, -3.4067, 3.7681], [-1.2699, -3.9946, 3.0923], [0.4017, -4.2652, 4.9542], [0.5317, -0.9249, 3.7226], [1.6073, -1.2169, 2.8362], [1.6820, -0.9691, 1.4127], [3.0050, -1.4937, 1.1020], [3.6062, -2.0003, 2.2589], [2.7620, -1.8442, 3.2938], [3.7760, -1.4073, -0.0891], [4.8504, -0.5113, -0.1376], [5.6549, -0.5018, -1.2745], [5.3881, -1.3408, -2.3423], [4.2936, -2.1950, -2.2934], [3.4711, -2.2435, -1.1717], [2.3051, -3.2083, -1.0904], [1.7479, -3.6042, -2.4531], [2.7037, -4.4525, -0.2892], [5.1555, 0.4349, 1.0067], [5.0733, 1.8923, 0.5604], [6.5201, 0.1418, 1.6286], [3.2429, 2.2468, 3.8712], [3.1008, 0.4936, 4.0503], [2.5316, 1.5631, 5.3348], [1.3434, 1.3577, 2.5360], [0.6128, 3.2074, 4.8555], [-0.3668, 3.0086, 3.4032], [1.2770, 3.6429, 3.2893], [-0.9136, 1.6707, 5.3300], [-2.3415, -0.1437, 6.1574], [-1.9479, -2.4602, 5.4276], [0.7719, -3.4142, 3.0314], [-2.1234, -4.0412, 3.7704], [-1.0680, -5.0099, 2.7448], [-1.5604, -3.3936, 2.2321], [-0.4057, -4.3597, 5.6841], [1.2619, -3.8362, 5.4684], [0.6689, -5.2690, 4.6223], [4.5877, -2.4440, 2.2419], [2.8860, -2.1351, 4.3237], [6.5040, 0.1695, -1.3188], [6.0338, -1.3392, -3.2108], [4.0843, -2.8406, -3.1349], [1.5065, -2.7140, -0.5277], [2.4201, -4.2834, -2.9811], [1.5714, -2.7333, -3.0851], [0.7981, -4.1261, -2.3263], [3.5171, -4.9833, -0.7896], [1.8559, -5.1329, -0.1975], [3.0335, -4.1874, 0.7149], [4.3937, 0.2876, 1.7739], [5.8157, 2.1220, -0.2083], [5.2548, 2.5595, 1.4042], [4.0860, 2.1229, 0.1602], [7.3254, 0.3358, 0.9165], [6.5998, -0.8980, 1.9447], [6.6879, 0.7740, 2.5013]]
}



{
  "formula": "C8H10N2SeYb",
  "method": "ωB97M-V/def2-TZVPD",
  "multiplicity": 2,
  "e_tot_ha": -3980.21929,
  "total_charge": -1,
  "homo_lumo_gap_ha": [0.216, 0.172],
  "symbols": ["C", "C", "C", "C", "C", "Yb", "N", "C", "C", "H", "H", "H", "H", "H", "H", "H", "H", "H", "H", "Se", "C", "N"],
  "coordinates": [[-1.4257, -1.9413, 0.6401], [-2.2357, -0.7249, 0.6665], [-1.7590, 0.1056, 1.7668], [-0.6494, -0.5812, 2.4023], [-0.4409, -1.8452, 1.7079], [0.2754, -0.3048, -0.5990], [1.5851, -3.3954, -0.3592], [0.2768, 0.9253, -2.5085], [-1.1299, 0.8916, -2.4401], [-2.2090, 1.0051, 2.1009], [-3.0637, -0.5238, 0.0402], [-0.1272, -0.2621, 3.2660], [0.2871, -2.5699, 1.9335], [-1.5039, -2.7291, -0.0538], [-1.7873, -0.0553, -2.3480], [1.2921, 1.2039, -1.9822], [1.8562, -2.9472, -1.6368], [-1.5771, 1.8937, -2.4677], [0.6747, 0.0812, -3.2869], [3.6279, 3.8498, 1.0662], [2.4902, 2.5261, 0.5639], [1.7842, 1.6960, 0.2266]]
}